(1)
The following is a DFT calculation (wB97M-V/def2-TZVPD) of one molecule with the formula C20H30N2O5S.

## Properties
- SMILES string: CCOC(=O)c1sc(NC(=O)CCN2CCC(C)CC2)c(C(=O)OCC)c1C
- LUMO energy: 0.5 eV
- Maximum force: 0.013 Eh/bohr
- Charge: 0
- HOMO-LUMO gap: 8.75 eV

```
58
Properties=species:S:1:pos:R:3:mulliken_charge:R:1
C -0.9743 6.2495 1.5033 -1.242
C -0.2141 5.3473 2.4567 -0.263
H 0.7297 5.8048 2.7758 0.326
H -0.8030 5.1266 3.3548 0.316
O 0.0714 4.1253 1.7816 -0.257
C 0.7689 3.2069 2.4688 0.573
O 1.1490 3.3781 3.6055 -0.658
C 0.9803 2.0233 1.6485 0.414
C 1.6383 0.8590 1.9589 -0.631
C 1.6154 -0.0561 0.8660 0.227
C 0.9380 0.4688 -0.2320 -0.034
N 0.7600 -0.1793 -1.4173 0.098
C 0.0651 0.3946 -2.4488 0.523
O -0.3939 1.5138 -2.3326 -0.688
C -0.0689 -0.4554 -3.6786 -0.530
H 0.4909 -1.3842 -3.5742 0.288
H 0.3306 0.1098 -4.5218 0.386
C -1.5611 -0.7556 -4.0008 -1.124
N -2.2676 -1.6107 -3.0925 0.111
C -2.5887 -1.0391 -1.8027 -0.196
C -3.6889 -1.8679 -1.1442 -1.209
C -3.2324 -3.3164 -0.9718 0.761
C -4.3331 -4.1752 -0.3579 -1.735
H -3.9941 -5.2014 -0.2340 0.416
H -4.6214 -3.7879 0.6167 0.419
H -5.2121 -4.1794 -0.9988 0.338
C -2.8075 -3.8531 -2.3384 -1.124
C -1.7399 -2.9522 -2.9549 -0.383
H -1.4688 -3.3222 -3.9471 0.472
H -0.8388 -2.9796 -2.3155 0.116
H -3.6746 -3.8757 -3.0003 0.327
H -2.4187 -4.8687 -2.2438 0.396
H -2.3616 -3.3308 -0.3050 0.147
H -4.5761 -1.8436 -1.7788 0.379
H -3.9440 -1.4318 -0.1769 0.397
H -2.9280 -0.0115 -1.9492 0.465
H -1.7117 -1.0156 -1.1318 0.043
H -2.0922 0.1982 -4.0495 0.450
H -1.5972 -1.2233 -4.9896 0.460
H 1.1707 -1.1171 -1.4432 0.378
S 0.3201 2.0426 0.0279 -0.089
C 2.1826 -1.3971 0.7958 1.200
O 2.0770 -2.1173 -0.1883 -0.802
O 2.8370 -1.7722 1.8942 -0.318
C 3.4020 -3.0819 1.9025 -0.282
C 2.3699 -4.1308 2.2919 -1.093
H 1.5805 -4.1710 1.5453 0.289
H 1.9320 -3.8876 3.2570 0.297
H 2.8460 -5.1052 2.3527 0.390
H 4.2098 -3.0345 2.6356 0.334
H 3.8100 -3.3021 0.9104 0.302
C 2.2891 0.5919 3.2693 -1.343
H 1.8571 -0.2959 3.7269 0.271
H 2.1566 1.4435 3.9285 0.388
H 3.3511 0.4027 3.1255 0.287
H -1.8979 5.7689 1.1928 0.313
H -0.3745 6.4467 0.6190 0.311
H -1.2070 7.1895 1.9952 0.395
```

=====

(2)
The following is a DFT calculation (wB97M-V/def2-TZVPD) of C22H17N6O8S3W as an isolated structure.

## Properties
- LUMO energy: -4.5 eV
- Maximum force: 0.014 Eh/bohr
- Charge: +1
- HOMO-LUMO gap: 6.61 eV

```
57
Properties=species:S:1:pos:R:3:mulliken_charge:R:1
W 0.5942 0.4308 -0.4161 1.965
O -0.4231 1.2462 1.1776 -0.380
N -1.1988 2.2631 1.0044 -0.606
N -1.3868 2.4946 -0.2097 1.165
O -0.8421 1.6854 -1.0990 -0.809
C -2.1816 3.5970 -0.6820 0.462
C -3.1797 4.1012 0.1372 -0.474
C -3.9123 5.1780 -0.3314 -0.530
C -3.6447 5.7169 -1.5839 -0.480
C -2.6388 5.1877 -2.3788 -0.724
C -1.8868 4.1120 -1.9317 -0.146
H -3.3801 3.6610 1.1031 0.498
H -4.7012 5.5906 0.2818 0.396
H -4.2268 6.5553 -1.9414 0.409
H -2.4300 5.6143 -3.3499 0.400
H -1.0827 3.6997 -2.5239 0.326
O 3.1663 0.4701 2.7331 -0.611
C 2.1853 0.0049 2.2278 0.698
O 1.9032 0.3178 0.9357 0.101
C 1.2104 -0.8832 2.8958 0.313
C 1.3746 -1.0278 4.2741 -0.613
C 0.5294 -1.8359 5.0079 -0.642
C -0.4913 -2.5182 4.3610 -0.558
C -0.6617 -2.3902 2.9933 -0.927
C 0.1824 -1.5713 2.2435 0.744
S -0.1535 -1.6114 0.5012 -0.309
H 2.1805 -0.4866 4.7500 0.488
H 0.6626 -1.9326 6.0764 0.409
H -1.1615 -3.1555 4.9224 0.400
H -1.4559 -2.9290 2.4928 0.478
N 7.8989 3.2013 -0.1647 -0.451
C 6.5734 3.1217 -0.4256 1.168
C 5.7042 2.4921 0.4861 -0.864
C 4.3615 2.3989 0.2221 -0.348
C 3.8567 2.9382 -0.9659 -0.406
C 4.7041 3.5677 -1.8857 -0.445
C 6.0470 3.6580 -1.6172 -0.892
S 2.2054 2.7666 -1.3709 1.896
O 1.8274 3.6882 -2.3891 -0.717
O 1.3580 2.6890 -0.1579 -0.642
N 1.9201 1.2205 -1.8704 -0.479
C 2.8152 0.1752 -1.9499 0.423
S 4.3210 -0.0644 -2.7092 -0.030
C 4.3277 -1.6717 -2.0810 -0.313
C 3.2082 -1.9331 -1.3710 -0.759
N 2.3494 -0.8618 -1.3093 -0.182
H 8.2635 2.9053 0.7223 0.206
H 8.5071 3.7333 -0.7598 0.203
H 6.0954 2.0878 1.4110 0.379
H 3.7102 1.9216 0.9423 0.331
H 4.2947 3.9916 -2.7927 0.498
H 6.7070 4.1529 -2.3177 0.337
H 5.1624 -2.3257 -2.2695 0.471
H 2.9559 -2.8607 -0.8829 0.475
O -0.3642 0.8699 -3.6225 -0.106
N -0.6427 -0.1773 -3.3031 0.293
O -0.1994 -0.5346 -1.8679 -0.492
```

=====

(3)
The following is a DFT calculation (wB97M-V/def2-TZVPD) of a 2-piece molecular cluster, C6H15N3 overall.

## Properties
- SMILES string: [H]/N=C(\N)C(C)C.[H]/N=C/C
- LUMO energy: 0.8 eV
- Maximum force: 0.018 Eh/bohr
- Charge: 0
- HOMO-LUMO gap: 9.94 eV

```
24
Properties=species:S:1:pos:R:3:mulliken_charge:R:1
C -1.1010 -2.4598 0.1741 0.279
C 0.2140 0.9505 -0.3344 1.030
C -0.4165 -3.4804 -0.6673 -1.016
C 1.3619 1.2634 -1.2940 -1.484
C -0.9554 1.9160 -0.5336 -1.529
N -2.3022 -2.1619 -0.0467 -0.702
C 0.6959 0.9657 1.0980 0.236
N 1.2104 2.1482 1.5465 -0.398
N 0.6303 -0.1052 1.7685 -0.509
H -2.6890 -1.4519 0.5725 0.251
H -0.4785 -2.0081 0.9555 0.334
H -0.1399 -0.0650 -0.5282 -0.121
H 1.4333 2.2474 2.5227 0.213
H 1.0845 2.9939 1.0202 0.184
H 0.9734 -0.0297 2.7244 0.161
H -0.0811 -4.3050 -0.0400 0.301
H 0.4642 -3.0381 -1.1311 0.258
H -1.0912 -3.8527 -1.4328 0.310
H 2.1864 0.5729 -1.1332 0.375
H 1.7305 2.2777 -1.1525 0.313
H 1.0222 1.1636 -2.3223 0.417
H -1.7444 1.7096 0.1860 0.363
H -0.6427 2.9528 -0.4188 0.324
H -1.3651 1.7961 -1.5335 0.408
```

=====

Sequential ΔE to the lowest compared entry with this formula, charge and spin output: 0.0, 3.9, 11.8 kcal/mol